Molecular formula: C3H7F
Method: DFT, ωB97M-V/def2-TZVPD

Positions of all 11 atoms, in Å:
C -1.495 0.570 -0.201
C 1.398 -1.071 0.143
C -0.223 0.915 0.478
F -0.288 0.886 1.827
H -2.290 1.243 0.139
H -1.386 0.671 -1.276
H -1.804 -0.445 0.041
H 1.219 -1.190 -0.905
H 0.937 -1.759 0.818
H 2.298 -0.579 0.444
H 0.401 1.728 0.137

Properties
Frontier orbital gap (alpha / beta): 7.900 / 11.771 eV
Max |F|: 2.01 eV/Å
LUMO level (alpha / beta): 1.2 / -0.6 eV
Multiplicity: 3
Total charge: 0